Here is a structure of composition C34H40BF3GdN6P2Sb from the OMol25 dataset. Energies are from ωB97M-V/def2-TZVPD.

Geometry (Å):
Gd (-0.5049, 0.7441, -0.4956)
B (-1.6750, 0.8020, -3.2897)
N (-1.0704, 2.2302, -3.1971)
C (-1.0905, 3.2567, -4.0394)
C (-0.3806, 4.3042, -3.4593)
C (0.0729, 3.8109, -2.2541)
N (-0.3660, 2.5527, -2.0777)
N (-2.9560, 0.6206, -2.4080)
C (-4.2432, 0.6521, -2.7532)
C (-5.0212, 0.2947, -1.6661)
C (-4.1079, 0.1133, -0.6509)
N (-2.8554, 0.2943, -1.0750)
H (-1.8615, 0.4531, -4.4253)
H (-0.8263, 0.1165, -2.6787)
H (-1.5500, 3.1751, -4.9907)
H (-0.1774, 5.2772, -3.8894)
H (0.5775, 4.3237, -1.4440)
H (-4.5107, 0.8375, -3.7970)
H (-6.0894, 0.2380, -1.6311)
H (-4.2454, -0.0860, 0.4098)
C (2.8796, 1.1939, 2.0602)
P (1.8233, 2.2628, 1.0008)
C (3.0881, 3.1965, 0.0548)
C (1.1650, 3.5303, 2.1497)
C (2.0722, 4.2598, 2.9609)
C (1.6207, 5.2356, 3.8308)
C (0.2695, 5.5570, 3.9239)
C (-0.6290, 4.8963, 3.1014)
C (-0.2002, 3.8872, 2.2277)
P (-1.4530, 2.9545, 1.2305)
C (-2.3169, 4.2779, 0.3247)
C (-2.7554, 2.5209, 2.4874)
H (3.6127, 1.7968, 2.6053)
H (3.4139, 0.4460, 1.4358)
H (2.2612, 0.6473, 2.7604)
H (3.8987, 3.5189, 0.6934)
H (2.6185, 4.0451, -0.4530)
H (3.5274, 2.5386, -0.7006)
H (3.1303, 4.0155, 2.9624)
H (2.3634, 5.6987, 4.4561)
H (-0.0823, 6.2774, 4.6301)
H (-1.6936, 5.1440, 3.1762)
H (-2.5866, 5.0520, 1.0636)
H (-3.2513, 3.8775, -0.0894)
H (-1.7550, 4.6952, -0.4959)
H (-3.1521, 3.4045, 3.0215)
H (-2.3206, 1.8450, 3.2179)
H (-3.5760, 2.0074, 1.9769)
N (-1.2298, -0.2855, 1.9997)
N (-0.3285, 0.1151, 3.0414)
H (-2.2002, -0.2010, 2.3043)
H (-1.0724, -1.2897, 1.8474)
H (-0.6479, -0.1994, 3.9669)
H (-0.2554, 1.1155, 3.0508)
F (3.1510, -5.4814, 4.2825)
C (2.6396, -4.8068, 3.2453)
C (2.3578, -5.4757, 2.0550)
C (1.8028, -4.7665, 0.9924)
C (1.5554, -3.3903, 1.0983)
C (1.8332, -2.7503, 2.2975)
C (2.3873, -3.4559, 3.3869)
Sb (0.7471, -2.2768, -0.5562)
C (2.1005, -2.7922, -2.1169)
C (3.0254, -1.7944, -2.4163)
C (4.0986, -2.0300, -3.2757)
C (4.2635, -3.3040, -3.7920)
F (5.3532, -3.5451, -4.5103)
C (3.3468, -4.3002, -3.5456)
C (2.2502, -4.0526, -2.7308)
C (-0.9773, -3.4927, -0.8826)
C (-1.5587, -4.2561, 0.1494)
C (-2.6744, -5.0473, -0.0964)
C (-3.2053, -5.0893, -1.3598)
F (-4.3226, -5.7835, -1.6148)
C (-2.6147, -4.4080, -2.4372)
C (-1.5090, -3.6013, -2.1780)
H (2.5199, -6.5327, 1.9845)
H (1.5435, -5.3265, 0.1038)
H (1.5762, -1.7160, 2.4537)
H (2.5807, -2.9543, 4.3205)
H (2.9272, -0.8060, -2.0595)
H (4.7884, -1.2406, -3.5322)
H (3.4523, -5.2697, -4.0070)
H (1.5386, -4.8475, -2.5822)
H (-1.0965, -4.2218, 1.1098)
H (-3.1653, -5.6231, 0.6735)
H (-2.9872, -4.5291, -3.4498)
H (-1.0849, -3.0810, -3.0215)

Calculated values
Energy relative to the best compared isomer or geometry (same formula, charge and spin)   0.0 kJ/mol
Spin multiplicity   8
Total charge   +2
Total energy   -99613.885 eV
<S²>   15.95

Atom charges from the Mulliken analysis, given in e for atoms 1 to 4:
1. Gd -0.18
2. B 0.74
3. N -0.21
4. C -0.18